Below is a molecular structure, C3H3FOPb at a distorted geometry, with properties calculated with wB97M-V/def2-TZVPD.

Positions of all 9 atoms, in Å:
1 H -0.397 1.450 0.088
2 H -1.003 1.495 -1.696
3 O -1.824 -1.638 2.622
4 C -0.302 1.126 -0.948
5 C 0.529 0.174 -1.308
6 C -0.795 -1.378 2.276
7 H 0.845 -0.111 -2.313
8 F 1.469 -0.313 -0.361
9 Pb 1.477 -0.805 1.640

The value obtained for the lowest unoccupied orbital energy is -11.9 eV. The energy above the lowest of the compared OMol25 structures with the same formula, charge and spin is 0.00 kcal per mole. As for the HOMO energy: -19.5135 eV. As for the charge: +2. The orbital gap comes out at 7.660 eV.

Atomic partial charges in e from the natural (NBO) method, atoms 1 to 6: H 0.2108; H 0.3033; O -0.2190; C -0.3858; C 0.1565; C 0.3731

---

Below is C3H3FOS in the gas phase at a distorted geometry, with properties calculated with wB97M-V/def2-TZVPD.

Positions of all 9 atoms, in Å:
1 C -1.160 1.467 -0.533
2 C 0.969 -0.218 0.132
3 C 0.407 -1.339 0.568
4 O -1.695 2.524 -0.682
5 F 1.175 -2.414 0.308
6 S 0.379 1.462 0.267
7 H -1.576 0.490 -0.844
8 H 1.853 -0.355 -0.501
9 H -0.351 -1.618 1.284

The value obtained for the lowest unoccupied orbital energy is 0.7 eV. The energy above the lowest of the compared OMol25 structures with the same formula, charge and spin is 17.34 kcal per mole. As for the HOMO energy: -9.7349 eV. The structure (SMILES) is O=CS/C=C/F. The orbital gap comes out at 10.454 eV.

Atomic partial charges in e from the natural (NBO) method, atoms 1 to 6: C 0.2321; C -0.4606; C 0.2378; O -0.5181; F -0.3383; S 0.2692

---

Below is C3H3FOS in the gas phase at a distorted geometry, with properties calculated with wB97M-V/def2-TZVPD.

Positions of all 9 atoms, in Å:
1 C 1.762 -0.090 -0.378
2 C 0.832 0.285 0.513
3 C -1.658 -0.599 0.284
4 H 1.656 -0.111 -1.484
5 H 1.143 0.318 1.513
6 H -1.233 -1.433 0.833
7 O -2.757 -0.686 -0.256
8 F 2.950 -0.509 -0.018
9 S -0.729 0.857 -0.073

The value obtained for the lowest unoccupied orbital energy is 0.7 eV. The energy above the lowest of the compared OMol25 structures with the same formula, charge and spin is 15.12 kcal per mole. As for the HOMO energy: -9.7760 eV. The structure (SMILES) is O=CS/C=C/F. The orbital gap comes out at 10.496 eV.

Atomic partial charges in e from the natural (NBO) method, atoms 1 to 6: C 0.2892; C -0.5077; C 0.2250; H 0.1778; H 0.2264; H 0.1533

---

Below is C3H3FS2 in the gas phase at a distorted geometry, with properties calculated with wB97M-V/def2-TZVPD.

Positions of all 9 atoms, in Å:
1 C -1.798 -0.672 0.004
2 C -0.504 -0.439 -0.005
3 C 1.861 0.959 0.000
4 H -2.270 -1.636 -0.029
5 H 0.216 -1.240 0.035
6 H 2.317 1.907 0.000
7 F -2.696 0.329 -0.001
8 S 0.141 1.193 -0.002
9 S 2.734 -0.401 -0.002

The value obtained for the lowest unoccupied orbital energy is -0.4 eV. The energy above the lowest of the compared OMol25 structures with the same formula, charge and spin is 7.12 kcal per mole. As for the HOMO energy: -8.9852 eV. The structure (SMILES) is F/C=C\SC=S. The orbital gap comes out at 8.541 eV.

Atomic partial charges in e from the natural (NBO) method, atoms 1 to 6: C 0.2453; C -0.4866; C -0.4917; H 0.1829; H 0.2641; H 0.2090

---

Below is a molecular structure, C3H3HgO3 at a distorted geometry, with properties calculated with wB97M-V/def2-TZVPD.

Positions of all 10 atoms, in Å:
1 O 0.205 0.175 1.163
2 Hg 3.977 1.397 1.646
3 O 2.377 0.782 0.822
4 C 1.266 0.412 0.700
5 O 0.434 -0.158 -1.453
6 C -0.677 -0.464 -1.348
7 H -2.270 -0.696 -1.360
8 C -1.630 -0.486 -0.274
9 H -1.628 -1.477 0.206
10 H -2.056 0.516 -0.102

The value obtained for the lowest unoccupied orbital energy is -18.2 eV. As for the HOMO energy: -24.9067 eV. As for the charge: +3. The orbital gap comes out at 6.692 eV.

Atomic partial charges in e from the natural (NBO) method, atoms 1 to 6: O -0.3031; Hg 1.9216; O -0.7797; C 1.1368; O -0.3171; C 0.9274

---

Below is C3H3I2N in the gas phase at a distorted geometry, with properties calculated with wB97M-V/def2-TZVPD.

Positions of all 9 atoms, in Å:
1 C 0.608 -0.476 -1.344
2 C -0.227 0.698 0.655
3 C -0.224 -0.509 -0.205
4 N 1.279 -0.391 -2.269
5 I -1.275 2.313 -0.359
6 I 0.973 -2.196 1.422
7 H -0.754 0.535 1.591
8 H 0.779 1.067 0.843
9 H -1.159 -1.040 -0.334

The value obtained for the lowest unoccupied orbital energy is -2.3 eV. The energy above the lowest of the compared OMol25 structures with the same formula, charge and spin is 8.89 kcal per mole. As for the HOMO energy: -10.0123 eV. The structure (SMILES) is N#C[C@@H](I)CI. The orbital gap comes out at 7.699 eV.

Atomic partial charges in e from the natural (NBO) method, atoms 1 to 6: C 0.1913; C -0.5444; C -0.2166; N -0.2286; I 0.1046; I -0.0674